The following is a quantum chemistry calculation of a molecular structure, C34H68O33S7 in a non-equilibrium geometry, from the Open Molecules 2025 dataset.

Structure (ORCA input):
```
! wB97M-V def2-TZVPD RIJCOSX def2/J DEFGRID3
* xyz 0 1
S 0.141 -2.605 17.434
S 6.973 -3.241 7.686
S 1.507 -4.882 11.266
S 1.289 -9.097 9.856
S 5.027 1.483 9.273
S -3.612 -8.343 13.684
S -2.010 -2.879 10.279
O 3.643 0.645 9.044
O -1.491 -2.806 11.606
O 5.641 1.215 10.551
O -4.182 -8.707 14.949
O 2.222 0.028 14.276
O -3.348 -9.381 12.722
O 6.357 -3.959 6.404
O 2.653 -8.831 10.163
O 1.006 -10.717 9.855
O -0.905 -2.454 9.156
O 4.685 2.844 8.947
O 0.665 -8.501 8.704
O 7.966 -4.535 7.928
O 3.403 -6.807 15.628
O 0.722 -3.945 16.763
O -2.999 -1.599 9.990
O 1.737 -4.058 12.400
O 2.166 -1.981 5.658
O 4.587 -8.046 6.175
O 1.121 -2.116 18.377
O -2.723 -4.049 9.864
O 2.874 -5.623 10.747
O -1.578 -7.187 6.282
O -2.292 -7.368 13.764
O 6.010 -3.106 8.730
O 7.761 -2.135 7.248
O 0.522 -5.921 11.195
O 0.441 -8.845 11.242
O -4.503 -7.176 12.927
O 0.117 -1.737 16.048
O -1.202 -2.757 17.866
O 1.439 -3.826 10.018
O 5.824 0.774 8.071
C -0.341 -9.959 11.597
C -3.677 -7.875 7.116
C -0.844 -1.020 9.068
C 3.047 -5.456 9.344
C 3.515 -8.781 6.772
C 0.035 -2.621 14.930
C 5.368 -8.942 5.404
C 3.460 -2.470 5.259
C 2.092 -2.438 3.379
C 2.882 -0.948 12.202
C 3.133 -3.294 4.035
C 3.928 -7.576 13.448
C 3.733 -0.260 7.937
C 1.316 0.434 13.279
C 3.051 -6.609 14.268
C 4.961 0.178 7.078
C 2.044 -4.404 8.828
C 5.073 -7.902 14.430
C 1.224 -1.966 4.537
C -1.907 -6.174 7.236
C 0.575 -3.991 15.356
C 2.083 0.289 11.975
C 7.403 -5.729 7.424
C -3.329 -6.510 7.738
C 5.505 -10.142 6.330
C 4.514 -7.694 15.816
C -2.353 -0.647 9.190
C -3.639 -6.682 11.918
C 4.089 -10.218 6.949
C -2.783 -7.842 5.895
C 0.421 -11.157 11.069
C 3.088 -0.991 13.747
C 6.158 -5.346 6.579
C -2.420 -6.306 12.802
H 4.025 -2.898 6.086
H 3.860 -1.018 11.723
H 6.174 -5.735 5.563
H 8.147 -6.407 7.007
H -3.481 -8.707 7.791
H 5.609 -0.621 6.731
H -0.992 -2.655 14.572
H -2.781 -0.654 8.188
H -4.748 -7.863 6.917
H 7.026 -6.339 8.257
H 2.572 -3.558 8.395
H -2.398 0.352 9.624
H -4.123 -5.823 11.459
H -2.003 -5.194 6.756
H 0.487 -0.281 13.429
H 4.039 -3.429 3.437
H 2.829 -1.968 14.164
H 5.239 -7.183 16.448
H 4.348 -7.106 12.564
H 3.990 -1.543 4.998
H 5.962 -7.293 14.271
H -0.240 -4.709 15.205
H -1.476 -6.082 12.312
H 2.620 -8.607 6.175
H -2.495 -8.856 5.609
H 4.981 -9.191 4.415
H 2.321 -1.830 11.888
H 2.650 1.206 11.800
H 1.210 -4.772 8.235
H 3.192 -5.561 13.994
H 5.176 -5.419 7.049
H -1.156 -6.154 8.023
H 0.847 1.412 13.411
H 1.331 0.263 11.180
H -0.129 -12.073 10.870
H 5.361 -8.955 14.362
H 6.359 -8.486 5.345
H 4.055 -10.672 7.942
H 2.761 -0.170 7.463
H -3.253 -6.541 8.827
H -2.731 -5.413 13.350
H 4.091 -8.605 16.242
H 1.228 -11.436 11.759
H 3.346 -8.477 13.267
H 6.153 -9.920 7.178
H 2.858 -4.308 4.334
H 0.477 -2.694 4.855
H 4.049 -5.071 9.169
H 2.780 -6.418 8.907
H 0.708 -2.206 14.180
H -0.128 -0.485 9.693
H 4.625 0.892 6.328
H 1.573 -3.014 2.609
H 5.710 -11.121 5.902
H -1.236 -9.953 10.956
H -3.558 -7.514 11.212
H 2.001 -6.913 14.212
H 4.105 -0.752 14.057
H 2.537 -1.587 2.862
H -0.724 -9.863 12.607
H 3.356 -8.402 7.781
H 3.480 -10.991 6.463
H -4.075 -5.759 7.487
H -3.322 -7.410 5.047
H -0.492 -0.777 8.065
H 3.935 -1.243 8.366
H 0.840 -0.952 4.458
H 1.489 -4.371 14.910
*
```

Calculated values
* LUMO energy: -0.09 eV

Results of the Mulliken charge analysis, in e, for atoms 1 through 2: 1.0123, 0.9507

The following is a quantum chemistry calculation of 6 unconnected molecules or ions with the total composition C34H69B2I2N4O7 in a non-equilibrium geometry, from the Open Molecules 2025 dataset.

Structure (ORCA input):
```
! wB97M-V def2-TZVPD RIJCOSX def2/J DEFGRID3
* xyz 1 1
I 0.383 3.351 -2.842
I -2.595 4.160 -0.387
O 3.014 5.456 1.865
O -0.159 -1.140 -4.110
O 4.321 -4.811 -4.401
O -0.110 3.407 1.636
O -4.694 -2.108 5.345
O 4.225 -5.134 -0.695
O 4.131 8.458 -3.113
N 0.426 0.675 -0.983
N -1.349 -3.632 -1.119
N 1.887 2.756 0.392
N -5.181 -0.939 -2.357
C 6.183 -6.280 -4.477
C 4.780 -5.883 -4.085
C -2.705 -0.756 -2.035
C 5.077 5.065 2.985
C -2.445 -0.318 3.908
C 2.361 -5.585 0.709
C -1.618 -0.329 -1.032
C 2.441 7.364 -1.848
C -1.768 -2.869 -0.191
C 3.914 5.911 2.538
C -4.284 1.288 0.488
C 4.008 -6.897 -3.285
C 3.354 7.539 -3.037
C -2.457 1.624 2.195
C 4.722 -5.172 1.630
C 3.236 6.499 -4.125
C -2.810 0.967 0.845
C -1.886 1.713 -3.946
C -1.768 1.152 -0.344
C -6.794 -2.009 6.456
C -0.295 1.272 0.166
C 2.277 -2.742 -3.361
C -4.582 -1.427 7.620
C -2.776 -3.403 0.813
C -3.193 0.931 3.371
C 3.811 -5.280 0.432
C -1.631 2.639 -2.737
C 3.924 7.355 2.961
C -2.243 2.243 -1.354
C -5.296 -1.872 6.367
C -0.261 -0.143 -1.703
C 1.966 -1.390 -2.665
C -1.218 -1.458 0.027
C -4.049 -1.314 -1.509
B 0.492 -0.929 -2.919
B 0.500 2.577 0.714
H -2.164 3.566 -2.989
H 1.398 7.379 -2.172
H 2.448 -2.608 -4.435
H 6.010 5.484 2.605
H 6.777 -6.482 -3.584
H 3.172 -3.201 -2.939
H 2.272 -6.534 1.239
H 1.931 -4.810 1.347
H 2.357 3.332 1.085
H -3.332 1.662 4.176
H 3.907 -7.823 -3.855
H 1.377 0.902 -1.243
H -5.853 -0.351 -1.891
H -4.546 1.068 -0.553
H -0.534 -2.002 -4.281
H -0.629 -3.173 -1.680
H 2.432 1.923 0.229
H -0.123 -1.579 0.040
H 1.806 -5.640 -0.225
H -4.905 -0.511 -3.227
H -2.993 -1.241 3.695
H -3.264 1.953 -1.642
H 4.715 -6.107 2.192
H -1.467 -1.151 1.049
H -1.189 0.881 -4.047
H -1.765 2.323 -4.853
H -3.978 -2.411 -1.504
H 3.461 5.511 -3.719
H 0.164 4.322 1.551
H -2.297 -1.499 -2.731
H 4.549 -7.106 -2.364
H -2.768 -4.495 0.789
H -2.822 -0.105 1.074
H -3.512 -1.368 7.435
H 3.041 7.860 2.580
H 5.736 -4.952 1.304
H -3.790 -3.066 0.571
H -0.198 0.598 1.039
H 4.820 7.849 2.580
H -2.653 2.700 2.192
H -4.772 -2.134 8.429
H -1.389 1.521 2.425
H -2.921 1.359 -3.949
H -4.245 -1.019 -0.475
H 4.962 4.047 2.619
H -7.058 -2.736 7.226
H 6.161 -7.190 -5.078
H -4.948 0.655 1.093
H 4.374 -4.381 2.297
H 6.647 -5.479 -5.048
H 3.929 6.723 -4.933
H 5.134 5.056 4.074
H 2.154 -1.477 -1.583
H 2.610 8.167 -1.135
H 2.627 6.404 -1.365
H -4.552 2.327 0.717
H 2.217 6.485 -4.515
H -2.944 0.115 -2.641
H 3.020 -6.515 -3.042
H 2.630 -0.614 -3.080
H -7.193 -2.334 5.498
H -4.954 -0.451 7.936
H -4.192 0.610 3.064
H 3.943 7.423 4.050
H -2.549 -3.058 1.827
H 1.449 -3.456 -3.247
H -7.242 -1.053 6.733
H -2.311 -0.270 4.993
H -1.443 -0.408 3.464
*
```

Calculated values
* LUMO energy: -3.78 eV

Results of the Mulliken charge analysis, in e, for atoms 1 through 2: 0.1142, 0.1623

The following is a quantum chemistry calculation of 5 unconnected molecules or ions with the total composition C34H70BN3O7PS in a non-equilibrium geometry, from the Open Molecules 2025 dataset.

Structure (ORCA input):
```
! wB97M-V def2-TZVPD RIJCOSX def2/J DEFGRID3
* xyz 1 1
S 5.256 3.028 2.640
P 4.640 3.994 1.070
O 7.045 3.337 -2.795
O -0.162 5.143 2.299
O 5.570 -8.389 -0.333
O -8.138 -2.825 1.584
O 2.920 6.773 2.395
O 2.327 -4.365 1.959
O 3.170 2.252 -0.844
N 4.019 0.322 0.429
N 2.684 5.089 4.196
N 2.261 2.966 -0.069
C -9.420 -3.322 1.242
C -7.138 -3.006 -0.654
C 0.585 4.392 1.495
C -6.242 2.887 0.731
C 3.428 -7.549 0.537
C -3.468 5.131 -2.277
C 8.087 2.794 -3.594
C -2.098 3.429 -0.970
C -0.111 0.526 -0.610
C 5.116 -7.912 -2.702
C 5.386 1.578 -3.230
C 2.865 -4.824 3.188
C -9.564 -4.823 1.429
C 4.379 -3.314 1.104
C 5.729 3.059 -3.220
C 3.524 1.125 -0.228
C 4.883 -7.273 0.198
C -3.460 4.176 -1.038
C 2.900 -3.187 1.428
C 0.039 3.506 0.533
C 0.510 1.786 -1.298
C 5.066 -8.904 -1.552
C -8.165 1.253 1.024
C 2.798 3.811 0.857
C 8.089 3.306 -5.024
C -1.473 3.382 0.454
C -8.425 3.794 1.599
C -7.563 2.625 1.101
C 1.985 4.555 1.672
C 0.934 2.790 -0.257
C -5.900 3.677 -0.534
C -7.052 -3.328 0.829
C -4.609 3.138 -1.209
C 2.695 -3.838 4.332
B 2.555 5.544 2.821
H -9.045 4.257 0.815
H -1.741 2.430 0.929
H -1.984 4.150 1.041
H -4.856 2.985 -2.261
H 5.940 1.037 -3.997
H -0.491 0.746 0.387
H -9.035 3.481 2.449
H 3.259 4.248 4.249
H -4.270 4.890 -2.975
H 0.662 -0.237 -0.476
H -3.663 6.146 -1.918
H -5.463 2.536 1.416
H 4.563 -4.192 0.482
H 4.727 -2.426 0.576
H 5.695 -9.762 -1.792
H -3.641 4.735 -0.117
H 5.630 1.121 -2.267
H 4.982 -3.421 2.007
H -5.785 4.751 -0.308
H 8.982 2.964 -5.546
H 2.721 -2.338 2.099
H 1.794 4.829 4.612
H -7.748 4.570 1.955
H 3.299 -2.941 4.184
H -1.368 3.788 -1.698
H -6.744 3.569 -1.217
H 4.322 1.438 -3.431
H 7.221 2.950 -5.583
H -2.295 2.390 -1.260
H 5.222 3.429 -0.082
H 4.966 -6.415 -0.479
H -6.216 -3.296 -1.159
H -0.169 2.209 -2.034
H -1.026 4.746 2.469
H -10.601 -5.124 1.282
H 1.354 1.412 -1.878
H 3.448 7.230 3.065
H -6.160 -2.858 1.245
H -9.195 1.223 1.393
H 2.993 -6.699 1.064
H 4.913 5.377 1.118
H -2.510 5.138 -2.798
H -10.120 -2.811 1.904
H 3.342 -8.438 1.165
H -7.305 -1.938 -0.804
H -7.591 0.562 1.666
H 4.424 -7.082 -2.548
H -4.332 2.169 -0.779
H 6.118 -7.491 -2.801
H 2.832 -7.724 -0.361
H 5.536 3.509 -4.200
H 2.351 -2.980 0.507
H 9.016 3.087 -3.107
H 4.845 -8.403 -3.637
H 8.054 1.699 -3.572
H 5.076 3.573 -2.508
H 8.065 4.396 -5.039
H -9.250 -5.115 2.431
H 3.917 -5.103 3.065
H 5.418 -7.004 1.110
H -9.685 -3.029 0.219
H 1.653 -3.525 4.415
H -7.961 -3.538 -1.135
H -8.953 -5.379 0.716
H 3.003 -4.294 5.273
H 4.050 -9.290 -1.414
H -8.168 0.847 0.011
H -0.865 0.077 -1.257
H 2.326 -5.741 3.428
H -6.941 -4.406 0.987
*
```

Calculated values
* LUMO energy: -4.14 eV

Results of the Mulliken charge analysis, in e, for atoms 1 through 2: -0.3366, 0.2374

The following is a quantum chemistry calculation of 3 unconnected molecules or ions with the total composition C34H70N2O3SSi, from the Open Molecules 2025 dataset.

Structure (ORCA input):
```
! wB97M-V def2-TZVPD RIJCOSX def2/J DEFGRID3
* xyz 0 3
S -0.722 0.877 0.233
Si -1.859 -0.619 -0.819
O 6.960 -3.228 4.348
O -4.390 4.151 -2.625
O -0.831 -2.173 -2.927
N 6.338 -2.485 5.185
N -5.544 4.148 -3.179
C 2.746 -3.546 0.402
C -6.762 6.662 -3.894
C -4.476 1.423 0.748
C 1.516 -3.431 1.299
C 4.161 -0.432 -1.485
C -4.003 1.279 -0.479
C 4.256 -3.686 5.730
C -7.986 4.022 -2.585
C 2.842 0.101 -3.589
C -3.648 -0.025 -1.122
C 0.509 -2.635 -2.896
C 3.867 -1.919 -1.237
C -1.053 -0.820 -2.543
C 6.454 -0.885 3.324
C 5.632 -3.270 6.261
C -0.945 -2.654 1.167
C -6.633 4.675 -2.285
C -6.281 4.312 -0.848
C -6.696 6.201 -2.442
C 6.478 -4.503 6.568
C 0.513 -2.406 0.763
C -5.594 6.091 -4.695
C 5.490 -2.480 7.567
C -4.190 4.074 -5.219
C 2.948 0.293 -2.080
C -6.638 3.923 -5.446
C 0.801 -3.420 -4.157
C 3.456 -2.519 5.158
C -1.985 -2.255 0.106
C 4.253 -1.802 4.072
C 5.534 -0.114 5.463
C -5.509 4.561 -4.627
C 3.494 -2.214 0.214
C 5.636 -1.328 4.533
H -4.787 0.568 1.340
H 4.387 -2.484 3.226
H 0.587 -2.377 -0.330
H -3.774 0.035 -2.206
H 3.030 -2.227 -1.874
H -6.722 7.752 -3.929
H -5.805 6.630 -1.975
H 2.884 -1.396 0.605
H -1.758 -0.403 -3.270
H 2.524 -2.897 4.731
H 2.416 -3.914 -0.576
H 5.012 -0.329 -2.162
H 6.521 0.323 5.617
H 3.422 -4.303 0.806
H 2.040 -0.087 -1.596
H 4.398 -4.436 4.945
H -8.285 4.062 -3.625
H 5.298 -3.186 8.375
H -1.064 -3.722 1.369
H -4.659 6.509 -4.310
H 1.823 -3.147 2.312
H -7.717 6.376 -4.344
H 3.709 -4.172 6.543
H 3.168 -1.819 5.947
H 2.998 1.361 -1.856
H 7.479 -0.653 3.614
H -6.366 3.975 -6.500
H 3.697 -0.939 3.696
H -4.184 4.307 -6.285
H -3.854 2.172 -1.082
H -5.391 4.830 -0.500
H 5.109 -0.328 6.435
H 6.409 -1.940 7.800
H 4.662 -1.776 7.563
H -0.001 -4.137 -4.335
H 7.487 -4.214 6.866
H -7.558 6.565 -1.878
H 6.482 -1.648 2.551
H -4.088 2.995 -5.098
H 5.994 0.017 2.914
H 6.011 -5.043 7.394
H 0.813 -1.418 1.107
H 4.715 -2.538 -1.539
H 0.657 -3.280 -2.022
H 6.552 -5.165 5.711
H -2.968 -2.216 0.584
H -4.311 -0.814 -0.750
H -6.767 2.873 -5.181
H 0.888 -2.769 -5.026
H -1.174 -2.150 2.110
H -2.053 -3.036 -0.658
H -7.970 2.974 -2.281
H -7.118 4.584 -0.200
H -8.755 4.532 -2.002
H 1.912 0.518 -3.981
H -6.105 3.241 -0.759
H 1.038 -4.412 1.385
H -5.666 6.380 -5.747
H 4.901 0.636 4.986
H 1.727 -3.985 -4.043
H -0.955 0.387 1.459
H -3.335 4.552 -4.750
H 1.195 -1.786 -2.795
H 4.437 0.044 -0.540
H 4.407 -2.254 0.814
H 2.871 -0.957 -3.861
H -4.545 2.411 1.185
H -0.134 -0.228 -2.639
H -7.593 4.430 -5.342
H 3.663 0.604 -4.102
*
```

Calculated values
* LUMO energy (spin up / spin down): 0.54 / 0.53 eV

Results of the Mulliken charge analysis, in e, for atoms 1 through 2: -0.3734, 0.3666